(1)
DFT (ωB97M-V/def2-TZVPD) results for the molecule C7H14O2Si in a non-equilibrium geometry.

energy relative to the best compared isomer or geometry (same formula, charge and spin) = 2.9989 eV
strongest force on any atom = 4.451 eV/A
HOMO level = -0.3549 hartree
SMILES = C[C@@H]1CC(=O)O[C@H]1[SiH](C)C

ORCA input file:
```
! wB97M-V def2-TZVPD RIJCOSX def2/J DEFGRID3
* xyz 0 1
C -0.366 -1.903 1.082
C -0.531 -1.202 -0.226
C -0.301 -2.104 -1.477
C 0.182 -1.104 -2.553
O 0.309 -1.318 -3.726
O 0.530 0.069 -2.105
C 0.458 -0.025 -0.422
Si 0.159 1.776 0.139
C 1.698 2.391 1.026
C -1.459 1.656 1.153
H -0.682 -2.905 0.959
H -0.668 -1.350 1.913
H 0.675 -1.995 1.120
H -1.681 -0.984 -0.270
H -1.205 -2.614 -1.868
H 0.486 -2.844 -1.307
H 1.502 -0.451 -0.230
H 0.201 2.787 -0.973
H 1.953 1.726 1.770
H 2.556 2.729 0.278
H 1.295 3.268 1.390
H -1.977 2.383 1.702
H -2.171 0.991 0.671
H -0.959 1.025 1.953
*
```

Löwdin analysis output, partial charges in e: number 1, C, carries -0.06; number 2, C, carries -0.40; number 3, C, carries -0.04; number 4, C, carries -0.57; number 5, O, carries 0.10; number 6, O, carries -0.01; number 7, C, carries -0.17; number 8, Si, carries 0.64; number 9, C, carries -0.22; number 10, C, carries -0.18; number 11, H, carries 0.08; number 12, H, carries 0.06; number 13, H, carries 0.06; number 14, H, carries 0.16; number 15, H, carries 0.14; number 16, H, carries 0.13; number 17, H, carries 0.14; number 18, H, carries 0.00; number 19, H, carries -0.01; number 20, H, carries 0.10; number 21, H, carries -0.02; number 22, H, carries 0.00; number 23, H, carries 0.02; number 24, H, carries 0.04



(2)
DFT (ωB97M-V/def2-TZVPD) results for a structure of composition C64H35I4N8O3S3Ti in a non-equilibrium geometry.

strongest force on any atom = 1.836 eV/A
HOMO level (alpha / beta) = -0.0605 / -0.0611 hartree
expectation value of S² = 0.76

ORCA input file:
```
! wB97M-V def2-TZVPD RIJCOSX def2/J DEFGRID3
* xyz -2 2
Ti -0.546 0.334 0.007
I 0.623 1.800 -9.633
C 0.368 1.591 -7.544
C 1.128 2.374 -6.692
C 0.961 2.223 -5.324
C 0.051 1.305 -4.802
C -0.702 0.540 -5.686
C -0.550 0.678 -7.060
C -0.053 1.129 -3.329
C -0.908 1.935 -2.621
C -1.682 3.011 -3.184
C -2.254 3.666 -2.151
C -1.907 2.947 -0.942
C -2.508 3.200 0.285
C -2.881 4.571 0.595
C -4.040 4.971 1.287
C -4.308 6.299 1.567
C -3.421 7.280 1.158
I -3.786 9.304 1.648
C -2.279 6.944 0.450
C -2.028 5.614 0.172
C -2.603 2.043 1.262
N -1.257 1.486 1.516
C -1.073 1.472 2.842
C -0.025 0.852 3.514
C 0.081 1.034 4.986
C 0.101 -0.040 5.876
C 0.222 0.174 7.243
C 0.319 1.469 7.717
I 0.535 1.805 9.797
C 0.291 2.557 6.867
C 0.175 2.329 5.503
C 0.958 0.117 2.823
C 2.119 -0.421 3.482
C 2.945 -0.871 2.521
C 2.295 -0.629 1.261
N 1.047 -0.036 1.468
C 2.917 -0.789 0.043
C 2.313 -0.442 -1.194
C 2.854 -0.797 -2.453
C 1.977 -0.334 -3.406
C 0.936 0.322 -2.707
N 1.123 0.223 -1.351
C 4.354 -1.154 0.015
C 5.250 -0.273 -0.602
C 6.615 -0.506 -0.596
C 7.097 -1.641 0.033
I 9.183 -1.990 0.079
C 6.242 -2.542 0.639
C 4.877 -2.294 0.627
C -2.213 2.081 3.532
C -3.121 2.409 2.620
N -1.063 1.911 -1.248
H 1.842 3.085 -7.083
H 1.552 2.821 -4.641
H -1.410 -0.179 -5.294
H -1.138 0.075 -7.739
H -1.755 3.241 -4.236
H -2.938 4.499 -2.195
H -4.779 4.237 1.573
H -5.214 6.567 2.095
H -1.576 7.707 0.142
H -1.122 5.352 -0.358
H -0.002 -1.042 5.496
H 0.234 -0.667 7.923
H 0.371 3.568 7.243
H 0.175 3.171 4.820
H 2.276 -0.445 4.545
H 3.915 -1.312 2.660
H 3.768 -1.350 -2.605
H 2.054 -0.423 -4.478
H 4.859 0.619 -1.073
H 7.292 0.196 -1.064
H 6.623 -3.433 1.119
H 4.207 -3.004 1.090
H -2.291 2.194 4.600
H -4.108 2.796 2.810
S -6.099 -2.950 -3.941
N -4.544 -3.422 -3.814
C -3.963 -2.609 -2.958
C -2.577 -2.647 -2.575
C -1.649 -3.570 -3.051
C -0.354 -3.506 -2.590
C -0.006 -2.508 -1.685
N -0.861 -1.610 -1.227
C -2.139 -1.686 -1.647
C -3.048 -0.735 -1.045
N -2.513 0.036 -0.102
C -3.423 0.836 0.707
C -4.660 1.259 -0.040
C -5.134 0.500 -1.028
C -4.377 -0.648 -1.475
C -4.844 -1.596 -2.419
N -6.078 -1.689 -2.903
H -1.968 -4.314 -3.770
H 0.391 -4.217 -2.921
H 1.009 -2.424 -1.326
H -3.711 0.225 1.584
H -5.158 2.168 0.277
H -6.045 0.744 -1.562
O -1.343 -4.789 3.468
S -1.068 -3.403 3.768
O 0.299 -3.116 4.141
O -2.066 -2.744 4.588
S -1.356 -2.421 1.816
C -0.008 -3.274 1.298
C 0.944 -3.915 0.929
C 2.133 -4.622 0.609
C 2.781 -5.354 1.613
C 3.963 -6.020 1.340
C 4.523 -5.973 0.069
C 3.883 -5.258 -0.933
C 2.697 -4.594 -0.672
H 2.346 -5.369 2.604
H 4.457 -6.578 2.127
H 5.455 -6.485 -0.138
H 4.318 -5.209 -1.924
H 2.210 -4.029 -1.455
*
```

Results of the Löwdin charge analysis, in e, for atoms 1 through 99: number 1, Ti, carries 1.00; number 2, I, carries 0.77; number 3, C, carries -0.73; number 4, C, carries -0.16; number 5, C, carries -0.02; number 6, C, carries -0.21; number 7, C, carries -0.01; number 8, C, carries -0.15; number 9, C, carries -0.10; number 10, C, carries -0.24; number 11, C, carries 0.01; number 12, C, carries -0.01; number 13, C, carries -0.25; number 14, C, carries -0.07; number 15, C, carries -0.16; number 16, C, carries -0.04; number 17, C, carries -0.17; number 18, C, carries -0.74; number 19, I, carries 0.76; number 20, C, carries -0.16; number 21, C, carries -0.03; number 22, C, carries -0.36; number 23, N, carries 0.03; number 24, C, carries -0.21; number 25, C, carries -0.09; number 26, C, carries -0.18; number 27, C, carries -0.01; number 28, C, carries -0.14; number 29, C, carries -0.73; number 30, I, carries 0.76; number 31, C, carries -0.17; number 32, C, carries -0.04; number 33, C, carries -0.22; number 34, C, carries 0.00; number 35, C, carries 0.01; number 36, C, carries -0.23; number 37, N, carries 0.05; number 38, C, carries -0.07; number 39, C, carries -0.29; number 40, C, carries -0.05; number 41, C, carries -0.03; number 42, C, carries -0.26; number 43, N, carries 0.03; number 44, C, carries -0.17; number 45, C, carries -0.02; number 46, C, carries -0.16; number 47, C, carries -0.72; number 48, I, carries 0.77; number 49, C, carries -0.15; number 50, C, carries -0.03; number 51, C, carries 0.03; number 52, C, carries 0.01; number 53, N, carries 0.03; number 54, H, carries 0.09; number 55, H, carries 0.13; number 56, H, carries 0.12; number 57, H, carries 0.09; number 58, H, carries 0.11; number 59, H, carries 0.11; number 60, H, carries 0.09; number 61, H, carries 0.09; number 62, H, carries 0.09; number 63, H, carries 0.12; number 64, H, carries 0.10; number 65, H, carries 0.09; number 66, H, carries 0.09; number 67, H, carries 0.12; number 68, H, carries 0.11; number 69, H, carries 0.10; number 70, H, carries 0.10; number 71, H, carries 0.10; number 72, H, carries 0.13; number 73, H, carries 0.09; number 74, H, carries 0.09; number 75, H, carries 0.10; number 76, H, carries 0.11; number 77, H, carries 0.11; number 78, S, carries 0.89; number 79, N, carries -0.24; number 80, C, carries -0.31; number 81, C, carries -0.08; number 82, C, carries 0.01; number 83, C, carries -0.02; number 84, C, carries -0.12; number 85, N, carries 0.08; number 86, C, carries -0.12; number 87, C, carries -0.19; number 88, N, carries -0.05; number 89, C, carries -0.23; number 90, C, carries -0.02; number 91, C, carries -0.03; number 92, C, carries -0.11; number 93, C, carries -0.32; number 94, N, carries -0.25; number 95, H, carries 0.11; number 96, H, carries 0.10; number 97, H, carries 0.08; number 98, H, carries 0.16; number 99, H, carries 0.10



(3)
DFT (ωB97M-V/def2-TZVPD) results for the ion C6H8N with charge +1 in a non-equilibrium geometry.

energy relative to the best compared isomer or geometry (same formula, charge and spin) = 5.8550 eV
strongest force on any atom = 5.573 eV/A
HOMO level = -0.5081 hartree

ORCA input file:
```
! wB97M-V def2-TZVPD RIJCOSX def2/J DEFGRID3
* xyz 1 1
C -0.069 -0.521 -1.538
C -0.176 0.750 -1.004
C -0.420 -1.691 -0.827
C -0.441 -2.854 -0.238
C 1.777 1.283 0.882
C -0.496 1.062 0.376
N 0.643 1.178 1.284
H 0.373 -0.666 -2.423
H 0.216 1.563 -1.691
H 0.487 -3.161 0.372
H -1.409 -3.543 -0.278
H 2.059 1.480 -0.216
H 2.617 1.165 1.589
H -0.990 1.970 0.373
H -1.149 0.295 0.801
*
```

Löwdin analysis output, partial charges in e: number 1, C, carries -0.02; number 2, C, carries 0.04; number 3, C, carries 0.09; number 4, C, carries 0.11; number 5, C, carries -0.06; number 6, C, carries -0.21; number 7, N, carries 0.02; number 8, H, carries 0.08; number 9, H, carries 0.17; number 10, H, carries 0.15; number 11, H, carries 0.16; number 12, H, carries 0.11; number 13, H, carries 0.10; number 14, H, carries 0.11; number 15, H, carries 0.13



(4)
DFT (ωB97M-V/def2-TZVPD) results for a structure of composition C31H32N2SiV in a non-equilibrium geometry.

strongest force on any atom = 7.852 eV/A
HOMO level (alpha / beta) = -0.2351 / -0.2751 hartree
expectation value of S² = 3.80

ORCA input file:
```
! wB97M-V def2-TZVPD RIJCOSX def2/J DEFGRID3
* xyz 0 4
C -3.040 0.782 2.504
C -3.140 -0.672 2.510
H -1.973 1.076 2.536
H -3.574 1.491 3.098
H -3.363 1.060 1.512
H -2.297 -0.781 1.781
H -2.618 -1.173 3.304
H -4.053 -1.207 2.204
C -1.106 2.484 -2.261
C -1.042 3.338 -3.338
C -0.762 2.795 -4.603
C -0.632 1.403 -4.776
H -1.367 2.783 -1.240
H -1.187 4.420 -3.171
H -0.649 3.469 -5.461
H -0.439 0.977 -5.759
N -0.790 1.152 -2.432
C -0.685 0.548 -3.688
C -0.707 -0.901 -3.694
N -0.588 -1.516 -2.443
C -0.914 -2.849 -2.228
C -1.160 -3.108 -4.604
C -1.231 -3.645 -3.306
H -0.912 -3.178 -1.180
H -1.511 -4.686 -3.116
C -0.878 -1.745 -4.776
H -0.791 -1.329 -5.782
H -1.354 -3.757 -5.464
V -1.059 -0.210 -1.312
C -3.148 -0.299 -1.267
H -3.360 -1.278 -1.762
H -3.413 0.556 -1.951
H -3.789 -0.248 -0.370
C 1.978 4.458 1.075
C 1.765 3.810 -0.151
C 1.397 2.466 -0.178
C 1.162 1.756 1.018
C 1.473 2.382 2.232
C 1.846 3.739 2.265
Si 0.495 -0.014 0.884
C 2.045 -0.971 0.416
C 2.072 -1.939 -0.613
C 3.233 -2.677 -0.867
C 4.393 -2.443 -0.111
C 4.376 -1.481 0.904
C 3.207 -0.747 1.162
C 0.323 -0.537 2.718
C 0.723 -1.835 3.091
C 0.504 -2.318 4.392
C -0.142 -1.525 5.343
C -0.508 -0.222 4.997
C -0.187 0.287 3.738
H 2.250 5.517 1.106
H 1.898 4.350 -1.082
H 1.285 1.960 -1.138
H 1.455 1.839 3.183
H 2.034 4.217 3.235
H 1.173 -2.124 -1.205
H 3.231 -3.434 -1.656
H 5.305 -3.013 -0.318
H 5.279 -1.292 1.505
H 3.208 -0.003 1.963
H 1.234 -2.480 2.371
H 0.832 -3.323 4.646
H -0.378 -1.922 6.336
H -1.045 0.410 5.704
H -0.383 1.361 3.568
*
```

Löwdin analysis output, partial charges in e: number 1, C, carries -0.19; number 2, C, carries -0.17; number 3, H, carries 0.04; number 4, H, carries 0.06; number 5, H, carries 0.05; number 6, H, carries 0.04; number 7, H, carries 0.05; number 8, H, carries 0.08; number 9, C, carries -0.10; number 10, C, carries -0.06; number 11, C, carries -0.05; number 12, C, carries 0.00; number 13, H, carries 0.13; number 14, H, carries 0.12; number 15, H, carries 0.11; number 16, H, carries 0.11; number 17, N, carries -0.12; number 18, C, carries -0.20; number 19, C, carries -0.21; number 20, N, carries -0.13; number 21, C, carries -0.10; number 22, C, carries -0.05; number 23, C, carries -0.07; number 24, H, carries 0.13; number 25, H, carries 0.11; number 26, C, carries -0.01; number 27, H, carries 0.12; number 28, H, carries 0.11; number 29, V, carries 0.72; number 30, C, carries -0.19; number 31, H, carries 0.00; number 32, H, carries 0.00; number 33, H, carries -0.02; number 34, C, carries -0.10; number 35, C, carries -0.09; number 36, C, carries -0.13; number 37, C, carries -0.30; number 38, C, carries -0.11; number 39, C, carries -0.08; number 40, Si, carries 0.71; number 41, C, carries -0.32; number 42, C, carries -0.11; number 43, C, carries -0.09; number 44, C, carries -0.10; number 45, C, carries -0.08; number 46, C, carries -0.10; number 47, C, carries -0.29; number 48, C, carries -0.09; number 49, C, carries -0.09; number 50, C, carries -0.10; number 51, C, carries -0.09; number 52, C, carries -0.17; number 53, H, carries 0.10; number 54, H, carries 0.09; number 55, H, carries 0.08; number 56, H, carries 0.09; number 57, H, carries 0.10; number 58, H, carries 0.04; number 59, H, carries 0.10; number 60, H, carries 0.10; number 61, H, carries 0.10; number 62, H, carries 0.11; number 63, H, carries 0.10; number 64, H, carries 0.10; number 65, H, carries 0.10; number 66, H, carries 0.11; number 67, H, carries 0.09